{"formula": "C4H12", "method": "the ωB97M-V functional and the def2-TZVPD basis", "smiles": "CC.CC", "largest_force_ev_per_a": 1.13, "multiplicity": 1, "e_tot_ha": -159.58130, "orbital_gap_ev": 12.98, "species": ["C", "C", "H", "H", "H", "H", "H", "H", "C", "C", "H", "H", "H", "H", "H", "H"], "xyz": [[1.623434, 1.350416, 0.605635], [2.257793, -0.042535, 0.557203], [2.322219, 2.060303, 1.040545], [1.381401, 1.691244, -0.394296], [0.688378, 1.288803, 1.162218], [1.754608, -0.758212, -0.097289], [2.284569, -0.510959, 1.527607], [3.264078, 0.012612, 0.153474], [-1.431333, -1.186821, -0.442318], [-2.460004, -0.071498, -0.708201], [-0.458453, -0.978918, -0.879157], [-1.306896, -1.253784, 0.634500], [-1.800704, -2.162408, -0.760421], [-2.079837, 0.849807, -0.273260], [-2.590923, 0.048365, -1.788710], [-3.448328, -0.336416, -0.337530]], "forces_ev_per_angstrom": [[-0.075, -0.820, -0.178], [0.085, -0.023, -0.581], [-0.196, 0.110, 0.233], [-0.019, 0.143, -0.214], [0.061, 0.345, 0.139], [-0.325, 0.256, 0.011], [0.186, -0.046, 0.443], [0.290, 0.023, 0.148], [-0.744, 0.169, 0.477], [0.545, -0.650, -0.753], [-0.027, -0.011, -0.152], [0.260, -0.130, 0.207], [0.135, 0.045, -0.221], [-0.348, 0.184, -0.030], [0.099, 0.268, 0.107], [0.073, 0.137, 0.362]], "mulliken_charge": [-0.764, -0.844, 0.318, 0.257, 0.224, 0.229, 0.257, 0.324, -0.698, -0.846, 0.122, 0.255, 0.360, 0.254, 0.265, 0.288]}